No. 1
Below is a structure of composition C24H48AsF6O12S6 at a distorted geometry, with properties calculated with the ωB97M-V functional and the def2-TZVPD basis.

```
! RIJCOSX wB97M-V def2-TZVPD def2/J DEFGRID3
* xyz -1 1
As -0.75661 -0.03347 0.64712
F -0.45978 0.81161 2.21528
F 0.90308 -0.83712 0.71028
F -1.05475 -0.78610 -0.96623
F -2.32613 0.65338 0.66139
F -0.17149 1.48639 -0.14831
F -1.45492 -1.55192 1.43494
C 4.56612 2.38907 3.16863
C 5.67423 3.42965 3.36103
C 5.30814 4.42963 4.44871
S 4.33217 3.43296 5.70708
O 3.07140 4.13781 6.02067
O 5.22091 2.97113 6.82966
C 4.14423 2.04305 4.62232
H 4.80738 1.52110 2.55501
H 3.76876 2.84878 2.58467
H 5.97900 3.84067 2.39860
H 6.44521 2.71526 3.64975
H 4.52843 4.96460 3.90653
H 5.96530 5.19062 4.86960
H 3.21510 1.56127 4.92680
H 4.91302 1.39277 5.03967
C -0.51478 3.15589 -5.32454
C -1.03905 4.52110 -5.68328
C -2.02347 4.31277 -6.85403
S -2.26238 2.57113 -7.22721
O -1.55792 2.05849 -8.37277
O -3.68447 2.28352 -7.19497
C -1.54664 2.04325 -5.61795
H -0.00871 2.97328 -4.37658
H 0.22708 2.90409 -6.08239
H -0.31438 5.32086 -5.83602
H -1.62177 4.93519 -4.86043
H -1.72474 4.83452 -7.76323
H -3.01516 4.67882 -6.58818
H -1.21899 1.00370 -5.62675
H -2.37377 2.07041 -4.90858
C 5.96680 -0.41473 -2.76976
C 6.93444 -1.07901 -3.78621
C 7.02746 -0.36152 -5.08823
S 6.36659 1.26830 -4.95435
O 5.09146 1.23242 -5.55487
O 7.37291 2.34412 -5.04230
C 6.01812 1.04252 -3.13992
H 6.17068 -0.68360 -1.73330
H 4.92284 -0.72781 -2.75542
H 6.57803 -2.09128 -3.97698
H 7.93278 -1.42274 -3.51557
H 6.49489 -0.98119 -5.80967
H 8.07843 -0.27069 -5.36263
H 5.07853 1.59072 -3.07091
H 6.76747 1.45967 -2.46719
C -7.07993 2.43087 3.75675
C -7.29930 3.32681 2.41009
C -7.08946 4.78698 2.79465
S -7.03412 4.94139 4.64058
O -8.06249 5.94901 4.89967
O -5.69287 5.14604 5.22472
C -7.64978 3.19380 4.97039
H -6.06153 2.10559 3.96928
H -7.58588 1.46548 3.76773
H -8.38256 3.24726 2.31887
H -6.70522 3.02696 1.54681
H -7.96631 5.37202 2.51726
H -6.20698 5.36400 2.51829
H -8.71827 3.40196 5.02605
H -7.34113 2.91442 5.97776
C 5.19171 -5.61616 3.68248
C 4.07102 -4.69062 4.38677
C 3.65975 -5.39105 5.73222
S 4.44805 -7.15102 5.70485
O 3.37488 -8.15463 5.81977
O 5.68013 -7.22238 6.47206
C 4.96261 -7.05879 3.86128
H 6.25656 -5.52844 3.89814
H 5.35842 -5.20296 2.68770
H 3.21039 -4.64383 3.71952
H 4.60866 -3.74837 4.49266
H 2.59753 -5.62843 5.79091
H 4.02220 -5.00999 6.68696
H 4.09659 -7.42234 3.30817
H 5.83297 -7.69595 3.70438
C -6.82481 -3.51670 -1.72420
C -7.75809 -3.65264 -2.98803
C -7.03175 -4.11927 -4.27885
S -5.67878 -5.26093 -3.63781
O -4.46347 -4.79859 -4.20519
O -6.08698 -6.64302 -3.64901
C -5.77863 -4.55689 -1.93798
H -7.43735 -3.72086 -0.84600
H -6.43142 -2.50803 -1.59799
H -8.35374 -2.74046 -3.02314
H -8.44089 -4.48509 -2.81801
H -6.60313 -3.39744 -4.97410
H -7.72214 -4.79277 -4.78663
H -4.80573 -4.07504 -1.84098
H -5.81982 -5.42324 -1.27780
*
```

Summary:
Energy above the lowest of the compared OMol25 structures with the same formula, charge and spin (kJ/mol): 613.33
Gap between HOMO and LUMO (eV): 10.35
LUMO level (eV): 1.7
Highest occupied orbital energy (hartree): -0.3187

***

No. 2
Below is a cluster of 5 separate species, C19H48FINO6S in total, with properties calculated with the ωB97M-V functional and the def2-TZVPD basis.

```
! RIJCOSX wB97M-V def2-TZVPD def2/J DEFGRID3
* xyz 1 1
O 1.05546 -4.95570 -1.17493
S 1.20619 -3.60812 -0.83146
O 2.00554 -3.10935 0.20815
F 1.40601 -2.75342 -2.09629
N -0.40082 -2.94708 -0.52250
C -1.35666 -2.82041 -1.69160
C -2.79150 -2.77695 -1.17723
C -3.56316 -4.10009 -0.99233
I -2.38936 -5.86074 -0.83992
H -0.81682 -3.46126 0.26365
H -0.22829 -1.99488 -0.16860
H -1.12409 -1.84313 -2.11528
H -1.17882 -3.57608 -2.45287
H -3.33875 -2.16826 -1.89763
H -2.77069 -2.25125 -0.21931
H -4.10847 -4.06307 -0.05245
H -4.30543 -4.22937 -1.77447
C 0.72201 1.24002 -1.69396
C -0.74338 1.10054 -2.06419
O -1.55691 0.61011 -1.00753
C -1.59696 1.36809 0.18951
C -2.14729 2.76996 0.07388
H 1.11013 0.30574 -1.27603
H 1.30459 1.49115 -2.58085
H 0.88523 2.02425 -0.95410
H -0.85171 0.37098 -2.86966
H -1.13716 2.04756 -2.44589
H -0.59915 1.38179 0.64827
H -2.23812 0.77290 0.84203
H -1.49033 3.43116 -0.49415
H -2.25175 3.18082 1.07797
H -3.12347 2.77944 -0.41204
C 0.53325 -0.82561 3.36152
C -0.93160 -1.12028 3.10995
O -1.14456 -2.27116 2.27629
C -0.65906 -3.48144 2.86399
C -1.31252 -3.83089 4.18508
H 1.08031 -0.75079 2.41844
H 0.63650 0.11703 3.89914
H 1.01077 -1.60184 3.96122
H -1.37905 -0.27822 2.58704
H -1.47737 -1.23743 4.04807
H 0.43008 -3.44787 2.96945
H -0.88852 -4.27986 2.14510
H -1.04077 -3.12217 4.96641
H -0.98916 -4.81969 4.50891
H -2.39850 -3.83070 4.08882
C 1.60022 3.60168 4.12497
C 0.12383 3.53881 3.76990
O -0.67436 2.91947 4.76095
C -0.69385 3.56406 6.02668
C -1.24073 4.97978 5.98874
H 1.96981 2.61215 4.39902
H 2.17524 3.96894 3.27442
H 1.79026 4.27193 4.96358
H -0.00344 2.92524 2.87471
H -0.25881 4.53648 3.52800
H 0.30340 3.55007 6.47958
H -1.33313 2.93754 6.64818
H -0.58219 5.66089 5.44795
H -1.34676 5.36257 7.00358
H -2.21785 4.99881 5.50450
C 3.71002 -1.02778 -5.47761
C 2.33436 -0.46955 -5.80286
O 2.19771 0.91574 -5.55105
C 3.05649 1.76487 -6.30079
C 2.85697 1.67219 -7.80275
H 3.99844 -0.76595 -4.45805
H 3.70541 -2.11414 -5.57518
H 4.47638 -0.64303 -6.15053
H 1.58456 -0.94519 -5.16612
H 2.06328 -0.70368 -6.83812
H 4.10353 1.57710 -6.03977
H 2.82013 2.77185 -5.95810
H 3.16646 0.70474 -8.20062
H 3.45112 2.43722 -8.30207
H 1.80759 1.82273 -8.05875
*
```

Summary:
Gap between HOMO and LUMO (eV): 9.15
LUMO level (eV): -2.5
Highest occupied orbital energy (hartree): -0.4269

***

No. 3
Below is the molecule C4H6N2O at a distorted geometry, with properties calculated with the ωB97M-V functional and the def2-TZVPD basis.

```
! RIJCOSX wB97M-V def2-TZVPD def2/J DEFGRID3
* xyz 0 1
H -2.42340 -1.51179 0.08986
N -1.41842 -1.48770 -0.06860
C -0.93206 -0.32075 -0.04863
C -1.62456 0.98556 0.20509
C 0.50438 -0.21686 -0.37568
N 1.32108 0.66415 -0.05062
C 2.61976 -0.24235 -0.06343
O 3.09101 -0.69191 0.93478
H -1.49852 1.64243 -0.65637
H -1.15136 1.48952 1.04981
H -2.68772 0.83919 0.39717
H 1.05466 -1.27247 -0.46452
H 3.14513 0.12298 -0.94887
*
```

Summary:
Structure (SMILES): [H]/N=C(C)/C=N/C=O
Energy above the lowest of the compared OMol25 structures with the same formula, charge and spin (kJ/mol): 315.10
Gap between HOMO and LUMO (eV): 10.10
LUMO level (eV): 0.2
Highest occupied orbital energy (hartree): -0.3632

***

Please write out number 3 again, unchanged.
Below is the molecule C4H6N2O at a distorted geometry, with properties calculated with the ωB97M-V functional and the def2-TZVPD basis.

```
! RIJCOSX wB97M-V def2-TZVPD def2/J DEFGRID3
* xyz 0 1
H -2.42340 -1.51179 0.08986
N -1.41842 -1.48770 -0.06860
C -0.93206 -0.32075 -0.04863
C -1.62456 0.98556 0.20509
C 0.50438 -0.21686 -0.37568
N 1.32108 0.66415 -0.05062
C 2.61976 -0.24235 -0.06343
O 3.09101 -0.69191 0.93478
H -1.49852 1.64243 -0.65637
H -1.15136 1.48952 1.04981
H -2.68772 0.83919 0.39717
H 1.05466 -1.27247 -0.46452
H 3.14513 0.12298 -0.94887
*
```

Summary:
Structure (SMILES): [H]/N=C(C)/C=N/C=O
Energy above the lowest of the compared OMol25 structures with the same formula, charge and spin (kJ/mol): 315.10
Gap between HOMO and LUMO (eV): 10.10
LUMO level (eV): 0.2
Highest occupied orbital energy (hartree): -0.3632

***

Q: Which value of highest occupied orbital energy does entry 3 give?
A: -0.3632 hartree

***

Q: Look up the highest occupied orbital energy of the second one.
A: -0.4269 hartree